115
Properties=species:S:1:pos:R:3:forces:R:3 method="wB97M-V/def2-TZVPD" orbital_gap_ev=8.811 homo_ev=-6.78 charge=-1 lumo_energy_ha=0.07455 spin_multiplicity=1 fmax_ev_per_a=4.7 total_energy_ev=-277089.4546
As -32.28925 -0.43116 15.75044 0.47 -1.14 0.98
F -32.80355 -0.40889 14.01663 0.81 0.59 1.24
F -32.40769 -2.25148 15.65145 0.46 1.84 0.22
F -31.80928 -0.51507 17.50949 -0.60 -0.16 -2.05
F -32.23212 1.36985 15.97079 -0.11 -1.72 -0.87
F -33.95767 -0.42018 16.13300 -0.36 0.27 0.30
F -30.61951 -0.48603 15.26351 -0.79 0.19 0.13
C -34.59891 5.54092 21.32788 -0.93 1.73 -0.30
O -33.33883 5.20879 20.73857 0.37 -2.10 1.18
P -32.62632 3.86495 21.25625 0.22 -0.34 0.25
O -31.15936 3.84840 20.99651 -2.03 -0.01 0.71
O -33.12429 3.79769 22.83462 0.78 -0.42 -0.90
C -32.51957 2.83626 23.73684 0.52 -0.17 -0.16
O -33.44853 2.63907 20.59583 0.53 1.08 0.30
C -32.76776 1.38011 20.41070 0.10 -0.22 0.28
H -35.34611 5.60536 20.53690 0.06 -0.30 -0.05
H -34.47333 6.55807 21.69901 -0.03 0.06 0.08
H -34.99822 4.97082 22.16671 0.60 -0.54 -0.33
H -33.21600 2.28558 24.36917 -0.71 0.71 -0.13
H -31.80719 3.36019 24.37411 -0.03 -0.02 -0.09
H -32.00656 2.01245 23.24061 0.27 0.35 -0.45
H -33.46340 0.57656 20.65255 -0.17 0.18 -0.23
H -31.93904 1.29655 21.11379 0.20 0.01 -0.29
H -32.41337 1.29338 19.38357 0.05 -0.06 0.12
C -34.72704 -8.66883 15.82148 -0.18 -1.03 1.04
O -35.77352 -7.69811 15.82390 -0.08 1.73 -1.17
P -35.96397 -6.85190 14.47086 0.08 -0.19 -1.72
O -36.17874 -7.68928 13.24803 0.48 1.37 1.67
O -37.20241 -5.86050 14.83109 1.45 -1.81 0.63
C -37.83108 -5.19163 13.75201 0.55 1.70 -0.32
O -34.61424 -5.90511 14.31391 -2.00 -2.00 -0.88
C -34.15490 -5.22367 15.43617 0.60 1.45 1.01
H -35.28673 -9.55221 16.12886 0.61 -0.38 -0.07
H -33.99503 -8.42064 16.59003 -0.12 0.16 0.07
H -34.16937 -8.88437 14.91008 -0.54 0.49 -0.39
H -37.19812 -5.20952 12.86480 -0.36 -0.48 -0.25
H -37.81871 -4.14192 14.04534 -0.30 0.08 0.03
H -38.86957 -5.46966 13.57220 0.29 -0.53 0.09
H -33.36443 -5.75057 15.97063 -0.35 -0.56 0.22
H -34.99814 -4.93897 16.06545 0.23 -0.04 0.37
H -33.64582 -4.30541 15.14335 -0.31 0.14 -0.37
C -25.23173 -4.70108 17.27274 1.03 0.05 -0.27
O -26.10556 -4.72363 18.39037 -1.97 0.45 -0.46
P -27.30693 -3.61212 18.43607 0.85 1.03 -0.50
O -26.74190 -2.24870 18.64616 -1.28 -1.87 -0.42
O -28.18764 -3.87923 17.05914 1.11 0.12 1.18
C -29.41557 -3.13874 16.88321 -0.38 0.85 0.32
O -28.24312 -4.12569 19.62410 0.25 -0.61 -0.98
C -28.96405 -5.38300 19.49585 -0.45 0.30 0.81
H -25.28786 -3.80531 16.65425 -0.32 0.17 0.22
H -25.35596 -5.55963 16.61276 -0.36 -0.13 0.20
H -24.21824 -4.73691 17.67230 0.02 -0.02 -0.01
H -30.28443 -3.79680 16.89496 0.21 -0.19 0.22
H -29.48518 -2.55872 15.96298 0.67 -0.46 -0.31
H -29.51213 -2.35726 17.63691 -0.11 -0.19 0.32
H -28.59647 -6.06378 20.26366 0.21 0.02 -0.16
H -28.96950 -5.87538 18.52342 0.50 0.41 -0.12
H -30.00114 -5.16062 19.74702 0.00 0.07 -0.05
C -26.56969 2.98033 12.46580 0.32 -0.96 -2.60
O -26.17306 2.83291 13.75239 -0.41 0.07 4.25
P -27.28818 2.38765 14.85441 -0.32 0.77 2.40
O -26.74823 2.27148 16.25542 -0.46 0.17 -3.06
O -28.47042 3.56813 14.73135 2.01 -4.20 -0.70
C -28.19182 4.92346 15.01362 -1.19 -0.38 0.16
O -27.96831 1.06233 14.22930 -0.43 2.01 -0.31
C -27.30719 -0.20157 14.21969 0.76 0.38 1.31
H -27.64706 2.98239 12.30030 0.00 0.42 0.05
H -26.17279 2.06920 12.01814 -0.26 0.00 -1.02
H -26.02617 3.81706 12.02698 -0.40 0.22 -0.09
H -28.76213 5.05144 15.93366 0.26 0.92 0.07
H -28.71138 5.34790 14.15455 0.45 1.17 0.30
H -27.14576 5.20010 15.14526 -0.03 -0.13 -0.23
H -26.56378 -0.10825 15.01136 0.10 -0.70 0.19
H -26.75983 -0.42767 13.30461 -0.44 0.26 -0.33
H -28.04174 -0.96442 14.47776 0.09 0.10 -0.19
C -34.66549 -2.90398 12.20117 -0.48 -0.33 0.79
C -34.26829 -2.18223 10.97623 0.10 -0.24 -1.63
O -32.93632 -1.78097 11.03565 1.72 0.41 0.75
O -34.85216 -2.00286 13.26419 -0.41 -0.08 0.26
H -33.94330 -3.65822 12.51370 0.36 -0.14 -0.35
H -35.59333 -3.45400 12.04406 -0.20 0.17 -0.12
H -34.84539 -1.27305 10.80757 -0.74 -0.38 0.05
H -34.29881 -2.87003 10.13118 -0.78 -0.14 -0.31
H -32.74067 -1.23028 10.27403 0.01 0.00 0.04
H -33.97137 -1.65214 13.41520 0.15 0.47 0.50
C -29.02766 3.68794 18.52017 0.74 2.13 -1.74
C -30.06668 2.92680 17.75881 -0.71 -0.94 0.69
O -29.68380 1.61098 17.48585 0.96 -0.83 -0.07
O -28.73573 3.39285 19.81922 0.69 -1.59 1.26
H -29.31743 4.73823 18.55235 -0.71 0.50 -0.58
H -28.10626 3.74381 17.94051 0.30 -0.59 0.08
H -30.36022 3.36717 16.80592 0.00 0.78 0.16
H -30.90857 2.84588 18.44640 -0.73 0.49 -0.08
H -30.40344 1.17809 17.02074 0.05 0.05 0.09
H -29.55286 3.39972 20.32305 -0.24 0.09 0.18
C -31.02818 1.15000 12.01333 0.54 0.08 -0.01
Cl -30.98387 2.81538 12.70495 -0.60 -0.84 -0.21
Cl -29.38623 0.82483 11.39526 -0.15 -0.34 -0.29
H -31.26632 0.38580 12.75318 0.14 0.51 0.13
H -31.72813 1.04746 11.18407 0.17 0.52 0.20
C -34.90034 2.19747 17.33360 -0.02 0.95 0.27
Cl -35.47041 3.95781 17.44142 0.53 -1.23 -0.07
Cl -35.95700 1.14585 18.25605 -0.35 -0.16 -0.09
H -34.88288 1.92948 16.27720 -0.11 0.04 0.35
H -33.92650 2.09622 17.81264 -0.10 0.45 -0.39
C -34.66837 1.77255 13.34484 -1.07 -0.31 0.32
Cl -34.41805 1.24689 11.64604 0.11 0.46 0.79
Cl -36.02908 2.95321 13.42884 0.79 0.02 -0.09
H -35.02597 0.91975 13.92186 0.11 -0.14 -0.38
H -33.78793 2.15652 13.86011 0.09 0.25 -0.71
C -37.64742 -0.92841 15.03703 1.39 -0.45 0.39
Cl -38.14439 0.74198 14.79670 -0.27 -0.39 -0.13
Cl -38.85785 -2.02732 15.71652 -0.22 0.22 -0.06
H -37.21021 -1.39941 14.15663 -0.53 0.39 -0.34
H -36.80479 -0.90274 15.72799 -0.28 0.08 0.24